{"formula": "C22H37N3O2S", "method": "wB97M-V/def2-TZVPD", "homo_lumo_gap_ev": 8.650, "e_tot_ev": -42817.1764, "e_above_lowest_ev": 0.113, "smiles": "CCOCCCNC(=S)N1CCC(NC(=O)[C@]23C[C@H]4C[C@H](C[C@H](C4)C2)C3)CC1", "homo_energy_ev": -8.11, "multiplicity": 1, "elements": ["C", "C", "O", "C", "C", "C", "N", "C", "S", "N", "C", "C", "C", "N", "C", "O", "C", "C", "C", "C", "C", "C", "C", "C", "C", "C", "C", "C", "H", "H", "H", "H", "H", "H", "H", "H", "H", "H", "H", "H", "H", "H", "H", "H", "H", "H", "H", "H", "H", "H", "H", "H", "H", "H", "H", "H", "H", "H", "H", "H", "H", "H", "H", "H", "H"], "xyz": [[-8.89779, -0.46266, 1.42561], [-8.77439, -0.08343, -0.04828], [-8.29784, -1.11951, -0.88503], [-7.00508, -1.60909, -0.61240], [-5.88816, -0.58372, -0.82885], [-4.51641, -1.25825, -0.79043], [-3.43338, -0.31437, -0.94593], [-2.94725, 0.40625, 0.09626], [-3.42382, 0.05484, 1.64731], [-2.07246, 1.41339, -0.17004], [-1.30594, 1.51622, -1.39580], [0.02558, 0.77851, -1.24086], [0.81357, 1.38160, -0.06968], [2.05450, 0.67081, 0.14312], [3.22304, 1.07609, -0.40851], [3.30406, 2.09902, -1.05669], [4.41655, 0.15610, -0.13918], [4.15988, -1.23665, -0.73069], [5.37452, -2.13107, -0.48005], [6.60683, -1.52613, -1.14924], [6.86940, -0.14067, -0.56165], [7.11868, -0.26091, 0.94069], [5.88576, -0.86604, 1.60894], [5.61636, -2.25206, 1.02408], [4.67355, 0.03472, 1.36836], [5.65859, 0.75476, -0.80703], [-0.04251, 1.37278, 1.19580], [-1.38099, 2.06189, 0.92724], [-9.45493, 0.31032, 1.94776], [-7.92089, -0.55483, 1.89400], [-9.42844, -1.40668, 1.52421], [-8.14828, 0.81401, -0.14949], [-9.76354, 0.14208, -0.45594], [-6.88080, -2.43796, -1.31597], [-6.94035, -2.01129, 0.40686], [-5.91772, 0.17472, -0.04440], [-6.03826, -0.09218, -1.79373], [-4.38188, -1.75715, 0.17198], [-4.43157, -1.99819, -1.59062], [-3.35090, 0.07884, -1.87112], [-1.85568, 1.12700, -2.25256], [-1.11600, 2.57902, -1.57680], [0.61188, 0.86319, -2.15624], [-0.16905, -0.27956, -1.04659], [1.09620, 2.40895, -0.32756], [1.99921, -0.21554, 0.61713], [3.97655, -1.14821, -1.80434], [3.27677, -1.69560, -0.27822], [5.18002, -3.12496, -0.89974], [6.44462, -1.44870, -2.22662], [7.47226, -2.17231, -0.98591], [7.74842, 0.30024, -1.04416], [7.32451, 0.72483, 1.36336], [7.98942, -0.89399, 1.12592], [6.05888, -0.95273, 2.68771], [6.47165, -2.90520, 1.20992], [4.74460, -2.69941, 1.50846], [4.85719, 1.02708, 1.78640], [3.80298, -0.38518, 1.87841], [5.47534, 0.86284, -1.87753], [5.83611, 1.75405, -0.40605], [0.47855, 1.88014, 2.00769], [-0.23858, 0.34222, 1.50255], [-2.01510, 2.01592, 1.81304], [-1.22048, 3.10836, 0.65363]], "mulliken_charge": [-1.073, -0.249, -0.430, -0.709, 0.139, -1.374, 0.006, 0.626, -0.411, 0.033, -1.108, -0.433, -0.520, 0.135, -1.466, -0.731, 2.427, -1.200, 0.445, -1.494, 0.446, -1.494, 0.431, -1.431, -1.235, -1.557, -0.260, -1.503, 0.400, 0.259, 0.290, 0.277, 0.342, 0.321, 0.337, 0.257, 0.230, 0.413, 0.383, 0.189, 0.383, 0.411, 0.465, 0.256, 0.267, 0.411, 0.457, 0.449, 0.272, 0.483, 0.507, 0.272, 0.475, 0.506, 0.279, 0.509, 0.485, 0.458, 0.456, 0.439, 0.442, 0.396, 0.269, 0.533, 0.411]}